98
Properties=species:S:1:pos:R:3 method="wB97M-V/def2-TZVPD" lumo_energy_ev="-3.70 / -3.70" e_tot_ev=-226385.0348 gap_ev="5.209 / 5.230" spin_multiplicity=2 homo_energy_ev="-8.912 / -8.933"
C -5.70 1.36 0.82
C 2.11 -2.53 0.44
H 4.44 1.62 1.41
H -4.29 -1.56 4.89
H 6.61 -3.37 1.37
H -6.64 0.77 1.18
Al 2.34 -3.05 6.29
H 8.80 1.43 -4.06
H -1.46 -0.95 1.41
H 2.59 -2.00 4.60
H 2.60 2.72 3.01
H -0.50 3.03 1.61
H 3.81 -1.62 1.80
C -8.82 1.39 -2.97
Br 6.54 -5.04 0.60
O -4.95 0.59 3.29
H -2.12 -2.92 2.08
H -5.23 -0.28 -1.11
C -0.46 1.85 1.50
H 3.68 0.40 2.63
H 4.71 -0.01 -5.62
H 3.16 1.72 -4.48
C -3.24 -2.61 2.32
H 5.69 -3.49 0.02
C 1.18 -2.87 1.74
F -5.89 3.41 -8.17
C 3.43 1.05 1.67
F 7.17 2.31 -3.32
F 3.54 -0.44 -3.04
C 7.09 1.08 -5.37
H -7.77 3.17 -2.53
C -1.84 -0.38 2.38
O 5.73 -3.17 0.96
H 0.60 1.44 3.60
H -0.22 1.61 0.38
C 4.54 0.40 -3.46
H -1.07 -0.59 3.26
H 5.05 -1.34 -4.57
F -5.80 0.82 -6.78
C -3.28 -1.04 2.79
H 2.05 2.92 1.21
O 6.63 -0.13 -4.77
H 3.60 0.43 -0.60
H 4.99 -3.54 1.50
H 3.67 -0.93 4.78
H -5.26 -1.62 0.24
C -3.06 1.30 0.75
H -5.50 2.36 1.45
H 1.86 0.22 0.12
C -3.31 -1.07 4.46
H 0.47 -1.97 2.01
F -7.72 2.88 -5.92
N -4.50 -0.27 2.36
H -5.80 1.69 -0.30
F 3.38 2.28 -2.59
C 2.22 2.12 2.06
C -4.57 -0.77 -0.25
H -9.76 1.95 -3.03
H 4.22 -1.80 -0.03
C 3.36 -1.51 0.72
C -7.82 2.16 -2.09
H 0.61 -2.09 4.36
F 6.04 1.73 -5.92
H -2.52 0.95 -0.23
H -3.03 -0.04 4.94
O 1.93 -3.22 2.96
H -9.06 0.40 -2.55
H -8.46 1.26 -3.99
Br 3.06 4.55 2.47
C -1.94 1.21 1.96
H 2.57 -3.54 0.05
F 5.43 0.43 -2.43
F 7.87 0.69 -6.41
Al -6.06 2.59 -6.57
H -3.55 -1.18 -0.63
F -4.84 3.25 -5.42
C 0.79 1.34 2.44
O 2.90 -1.32 5.22
F 4.87 2.67 -4.11
H 1.18 -3.84 4.97
H -2.25 1.84 2.92
H -3.54 -3.30 3.25
O -6.71 1.44 -2.06
C -4.38 0.35 0.98
H -3.99 -2.90 1.47
H 0.92 0.18 2.24
C 3.00 0.09 0.37
F 8.29 3.11 -5.01
H -0.13 -3.66 3.62
H 1.42 -2.08 -0.42
H -2.42 -1.81 4.76
C 7.90 1.95 -4.41
H -3.32 2.45 0.62
C 0.88 -3.19 4.03
C 3.94 1.77 -3.72
C 5.21 -0.26 -4.67
H 0.47 -3.78 1.46
H -8.34 2.35 -1.15

---

84
Properties=species:S:1:pos:R:3 method="wB97M-V/def2-TZVPD" e_above_lowest_ev=1.114 lumo_energy_ev="-2.29 / -3.01" e_tot_ev=-159569.0424 gap_ev="6.229 / 7.443" charge=+1 spin_multiplicity=6 homo_energy_ev="-8.522 / -10.451"
H 0.27 5.17 2.61
H 2.17 -1.31 -3.70
H 4.20 -1.68 -0.87
C -1.03 -2.45 -4.25
H -4.64 3.41 1.30
H -2.42 0.37 -3.61
H -3.37 0.43 2.70
H -2.01 -2.70 -3.83
H -1.11 0.86 -4.73
Si -0.51 2.09 1.06
H -1.19 5.61 1.72
H -3.20 4.30 0.81
C 2.85 -5.89 -4.44
H 2.63 4.09 1.20
N 3.52 -2.42 -1.03
C 2.34 -6.99 -3.53
H -1.54 4.78 -1.22
H -0.80 2.61 5.58
H 1.80 -2.78 4.22
C -1.08 2.86 4.55
H -1.42 -1.33 2.54
C 0.82 -2.73 3.76
H -4.33 1.75 -1.25
C 1.67 -5.03 -2.35
H 3.84 -6.10 -4.83
H 1.81 -7.76 -4.08
H -0.82 -0.98 6.73
H 2.12 1.63 4.56
Si 0.31 4.17 0.32
C -1.55 -0.98 5.95
C 1.43 -0.61 -4.08
H -3.23 -0.58 1.24
H -0.21 4.02 -2.11
H -2.95 0.67 -1.46
H 0.52 -3.71 3.39
H -0.81 -1.17 0.88
C -3.58 0.38 1.63
H 1.71 0.42 -3.84
C 1.11 0.92 -0.72
H 3.16 -7.45 -2.97
H 3.84 -3.26 -0.58
Ru 1.68 -1.89 -0.88
Si -0.06 1.85 3.34
H 2.67 0.31 -1.68
H -2.76 2.40 -1.73
N 2.16 0.05 -0.84
S 2.92 -4.40 -3.39
H 2.17 -5.71 -5.27
C 2.19 4.05 0.20
H -3.30 3.60 2.43
H 2.37 1.71 2.81
C -3.25 1.66 -1.11
H -0.98 -2.80 1.61
H 2.54 3.14 -0.28
C -0.46 4.71 -1.31
As -0.30 -0.96 -3.31
H 1.33 -0.73 -5.16
O 0.74 1.70 -1.58
H -0.09 5.71 -1.57
H -0.36 -3.30 -4.11
C 1.79 2.11 3.64
H 0.09 -2.32 4.46
H 0.80 -6.82 -2.00
H -2.32 -1.74 5.91
C -1.35 0.59 -3.70
H 2.57 4.90 -0.36
O 0.49 0.82 0.46
N 1.43 -6.32 -2.61
O 1.77 -2.36 1.35
H -4.67 0.41 1.50
S 0.83 -4.19 -1.17
H -1.13 -2.21 -5.30
Si -2.82 1.84 0.71
H 0.34 6.41 1.37
C -3.55 3.43 1.38
C -0.75 -1.75 1.79
C -0.11 5.45 1.63
S 0.93 -1.60 2.38
H -1.06 1.38 -3.01
H 2.01 3.18 3.73
H -0.91 3.93 4.42
H -1.54 -0.19 5.20
O -0.20 -1.36 -1.67
H -2.15 2.68 4.45